a | # C14H21NO5S

C14H21NO5S in the gas phase (ωB97M-V with the def2-TZVPD basis set, the OMol25 dataset).

Computed properties:
**Charge**: 0
**E_HOMO**: -8.82 eV
**SMILES**: CC(C)OCCCNS(=O)(=O)c1ccc2c(c1)OCCO2
**Kohn-Sham gap**: 0.346 Eh

Each line ends with the natural charge from an NBO analysis.
Atoms and positions in Å:
C 2.58 1.84 0.57  -0.18
H -3.96 -2.23 1.91  0.21
H -6.31 -1.42 1.62  0.21
O -4.40 -0.33 -0.85  -0.54
H 6.47 -1.12 1.19  0.18
C 3.95 1.78 0.44  -0.24
H 1.84 -1.43 0.08  0.25
C 4.58 0.56 0.18  0.23
N -0.33 1.24 -0.96  -0.86
O 5.94 0.54 0.09  -0.48
C 2.44 -0.54 0.17  -0.23
H -2.36 -0.58 -0.97  0.17
H 6.13 -2.71 -0.72  0.21
H -0.41 0.41 -1.54  0.39
C 3.81 -0.60 0.02  0.28
H -3.60 2.20 -0.65  0.22
C 1.84 0.67 0.45  -0.34
C 6.50 -0.75 0.16  -0.10
H -3.70 -2.67 0.22  0.21
O -0.46 -0.55 0.86  -0.95
H -4.45 0.13 1.17  0.16
C 5.72 -1.70 -0.75  -0.10
O -0.29 1.83 1.50  -0.94
H 2.07 2.76 0.79  0.24
C -2.78 1.49 -0.52  -0.46
S 0.07 0.77 0.60  2.31
H 5.73 -1.32 -1.78  0.18
H 7.54 -0.66 -0.17  0.21
O 4.38 -1.81 -0.30  -0.49
C -6.05 -1.18 0.59  -0.61
C -3.13 0.16 -1.19  -0.07
C -4.59 -0.73 0.51  0.10
C -1.49 2.11 -1.08  -0.22
H -6.20 -2.06 -0.03  0.21
H -2.62 -1.51 1.02  0.24
H -3.19 0.31 -2.28  0.18
H -1.25 3.01 -0.52  0.22
C -3.65 -1.86 0.94  -0.65
H -1.61 2.36 -2.14  0.20
H -6.70 -0.39 0.24  0.21
H -2.62 1.33 0.55  0.22
H 4.57 2.65 0.55  0.23

b | # C14H21NO5S

C14H21NO5S in the gas phase (ωB97M-V with the def2-TZVPD basis set, the OMol25 dataset).

Computed properties:
**Charge**: 0
**E_HOMO**: -8.51 eV
**SMILES**: CCOC(=O)[C@](CN(C)C)(OC)S(=O)(=O)c1ccccc1
**Kohn-Sham gap**: 0.339 Eh

Each line ends with the natural charge from an NBO analysis.
Atoms and positions in Å:
H 3.05 1.63 2.22  0.25
O 0.89 -2.65 0.16  -0.53
H 2.31 -5.04 0.73  0.22
C -3.63 -0.03 -0.35  -0.40
H 1.95 -0.13 -2.53  0.21
H -1.58 -1.30 0.04  0.23
C -2.56 1.17 -2.14  -0.40
H 2.58 0.98 -1.21  0.19
H -0.55 -4.08 0.02  0.18
H -1.05 4.23 1.14  0.21
H -3.50 -0.20 0.73  0.20
O 0.22 -0.84 2.25  -0.93
C 1.26 -4.91 0.97  -0.63
H -4.16 -0.92 -0.79  0.17
C -0.18 2.28 1.29  -0.22
C -0.15 3.67 1.38  -0.20
O 1.02 -2.11 -2.09  -0.59
C 2.16 2.22 1.96  -0.22
H 0.80 -5.90 1.02  0.22
H -1.09 1.70 1.09  0.24
N -2.35 0.32 -0.96  -0.46
C 1.02 1.60 1.47  -0.23
H 1.02 5.43 1.77  0.22
H -4.30 0.85 -0.47  0.20
C 0.14 -0.42 -0.55  0.08
H -3.47 1.74 -1.89  0.20
S 1.07 -0.18 1.29  2.05
H 0.86 -4.32 -1.10  0.21
O 2.49 -0.44 1.21  -0.94
C 1.01 4.35 1.74  -0.20
H -1.14 -1.19 -1.75  0.21
C 1.78 0.78 -1.94  -0.27
C 0.78 -1.81 -0.91  0.79
H -1.76 1.90 -2.25  0.21
C 0.56 -4.05 -0.07  -0.07
C 2.16 3.62 2.04  -0.21
H -2.76 0.65 -3.11  0.17
H 3.08 4.13 2.32  0.22
O 0.49 0.69 -1.28  -0.55
H 1.19 -4.43 1.95  0.23
C -1.31 -0.68 -0.83  -0.26
H 1.64 1.65 -2.59  0.20

Which of them is the most stable? Correct choice: a.

a | # C9H15N2O2S

A gas-phase ion, C9H15N2O2S (charge +1) (ωB97M-V with the def2-TZVPD basis set, the OMol25 dataset).

Computed properties:
**Charge**: +1
**E_HOMO (spin up / spin down)**: -13.34 / -13.34 eV
**SMILES**: C[N+](CNS(C)(=O)=O)=C1C=CCC=C1
**Kohn-Sham gap (spin up / spin down)**: 0.333 / 0.333 Eh

Each line ends with the natural charge from an NBO analysis.
Atoms and positions in Å:
N -2.09 0.85 -0.25  -0.82
H -1.06 0.60 -2.17  0.23
O -1.48 -1.48 -1.08  -0.94
H -3.16 -2.30 1.49  0.31
C 1.96 -1.62 -0.89  -0.01
H 2.53 -2.36 1.06  0.30
H 0.02 2.36 1.36  0.22
S -1.72 -0.81 0.17  2.26
C 0.95 0.50 -0.35  0.40
N 0.09 1.49 -0.61  -0.36
C 0.13 2.60 0.28  -0.43
C -3.23 -1.32 0.83  -0.97
C 1.16 -0.58 -1.27  -0.28
C 2.74 -1.66 0.33  -0.55
C 2.72 -0.43 1.09  0.00
H 0.74 -0.61 -2.33  0.26
H -3.40 -0.63 1.65  0.28
H 2.28 -2.44 -1.50  0.23
H 1.72 1.39 1.50  0.24
O -0.63 -0.73 1.13  -0.92
H 3.84 -1.86 0.19  0.28
H -1.51 2.24 -1.77  0.23
H 3.41 -0.18 1.93  0.24
C 1.82 0.53 0.82  -0.30
H -3.97 -1.73 0.17  0.30
H -0.81 3.11 0.05  0.23
C -1.17 1.32 -1.34  -0.06
H 1.12 3.04 0.15  0.23
H -3.00 0.71 -0.65  0.38

b | # C9H15N2O2S

A gas-phase ion, C9H15N2O2S (charge +1) (ωB97M-V with the def2-TZVPD basis set, the OMol25 dataset).

Computed properties:
**Charge**: +1
**E_HOMO**: -13.45 eV
**SMILES**: Cc1ccc(S(=O)(=O)[N+](C)(C)N)cc1
**Kohn-Sham gap**: 0.358 Eh

Each line ends with the natural charge from an NBO analysis.
Atoms and positions in Å:
N 2.50 -1.85 2.22  -0.61
H 1.92 1.04 2.48  0.24
O 1.31 -2.56 -0.43  -0.86
C 2.91 -0.20 0.55  -0.47
H 2.25 -1.60 3.16  0.37
C -0.52 -0.46 -0.36  -0.32
H -3.47 0.80 0.17  0.24
H -0.77 1.08 -3.29  0.25
O -0.09 -2.45 1.53  -0.88
N 1.86 -0.78 1.36  -0.27
H -1.91 -0.51 1.18  0.24
C -3.22 2.05 -2.41  -0.65
C -2.58 0.65 -0.41  -0.19
H -3.97 1.41 -2.70  0.24
H -3.86 2.85 -1.80  0.25
H 2.10 -2.77 2.06  0.40
H 3.75 0.10 1.15  0.26
S 0.51 -1.80 0.40  2.25
C -1.66 -0.15 0.29  -0.17
H 0.66 -0.07 2.82  0.23
C -0.22 -0.02 -1.67  -0.19
H -2.75 2.68 -3.28  0.25
H 2.49 0.41 -0.25  0.24
H 3.46 -0.84 -0.14  0.26
H 0.71 1.01 1.43  0.24
C -1.09 0.85 -2.29  -0.19
C 1.27 0.39 2.06  -0.43
C -2.29 1.20 -1.65  0.04
H 0.70 -0.47 -2.17  0.25

Which of them is the most stable? Correct choice: a.

a | # C5H16NO

2 unconnected molecules or ions with the total composition C5H16NO (ωB97M-V with the def2-TZVPD basis set, the OMol25 dataset).

Computed properties:
**Charge**: +1
**E_HOMO**: -14.26 eV
**Kohn-Sham gap**: 0.404 Eh

Each line ends with the natural charge from an NBO analysis.
Atoms and positions in Å:
H -1.48 -0.74 -1.16  0.25
H -1.65 1.29 -0.10  0.21
C 0.57 -1.31 -0.49  -0.20
C 0.54 -2.66 -1.32  -0.61
O -0.85 3.86 0.16  -0.98
H 0.74 -2.24 -2.28  0.22
C -0.72 -0.43 -0.41  -0.43
H 1.62 -2.66 0.95  0.23
H -0.01 -2.36 1.31  0.21
H 1.16 -1.20 1.86  0.19
C 0.91 -1.85 1.02  -0.62
H 1.32 -3.46 -1.08  0.24
H -1.24 -0.57 0.60  0.19
H 0.12 0.93 1.78  0.45
H -0.60 4.78 0.30  0.50
H -0.47 -3.00 -1.21  0.21
C -0.69 1.10 -0.33  -0.18
H -1.83 4.02 -0.05  0.50
H 1.48 -0.64 -0.92  0.19
N 0.19 1.48 0.91  -0.72
H -0.34 1.60 -1.30  0.25
H 1.13 1.55 0.55  0.44
H 0.09 2.51 1.19  0.48

b | # C5H16NO

3 unconnected molecules or ions with the total composition C5H16NO (ωB97M-V with the def2-TZVPD basis set, the OMol25 dataset).

Computed properties:
**Charge**: +1
**E_HOMO**: -15.01 eV
**Kohn-Sham gap**: 0.177 Eh

Each line ends with the natural charge from an NBO analysis.
Atoms and positions in Å:
H 0.86 0.87 -2.42  0.25
C 0.36 -0.43 1.63  -0.39
H -3.69 -0.13 -0.32  0.40
H 0.87 -2.48 1.95  0.24
C 0.28 1.30 -0.35  -0.36
H 1.29 -0.29 -1.24  0.25
H -1.01 -1.70 -2.05  0.48
H 1.97 0.92 0.98  0.24
H 2.13 -1.58 1.19  0.23
H 2.22 1.28 -1.35  0.28
H -0.01 2.36 -0.29  0.26
H -0.71 0.79 -0.32  0.30
C 0.87 0.90 1.07  -0.37
H -0.69 -0.48 1.28  0.22
H -3.17 1.03 -1.26  0.39
H 0.76 -2.03 0.17  0.22
C 1.24 0.80 -1.38  -0.62
H -2.06 -0.14 -0.99  0.37
H 0.65 1.70 1.79  0.25
O -0.74 -1.00 -1.42  -0.56
N -2.83 0.37 -0.55  -0.72
C 1.03 -1.71 1.19  -0.61
H 0.37 -0.34 2.71  0.24

Which of them is the most stable? Correct choice: a.